# 1
{
  "formula": "C8H14O2",
  "method": "the ωB97M-V functional and the def2-TZVPD basis",
  "lumo_energy_ev": 0.765,
  "charge": 0,
  "relative_energy_kcal_mol": 70.35,
  "homo_energy_ev": -9.81,
  "homo_lumo_gap_ha": 0.3888,
  "elements": ["C", "C", "C", "C", "C", "C", "C", "C", "O", "H", "H", "H", "H", "H", "H", "H", "H", "H", "H", "H", "H", "O", "H", "H"],
  "xyz": [[-1.028, 1.358, 1.517], [-0.026, 0.684, 0.590], [0.905, -0.337, 1.278], [0.052, -1.631, 1.325], [0.198, -1.538, -0.217], [1.616, -0.994, 0.072], [-0.606, -0.258, -0.498], [-1.383, 0.168, -1.687], [-1.330, 1.311, -2.200], [-1.541, 2.183, 1.003], [-1.780, 0.645, 1.883], [-0.514, 1.792, 2.386], [0.567, 1.471, 0.102], [1.465, 0.022, 2.151], [0.598, -2.487, 1.742], [-0.955, -1.579, 1.761], [-0.001, -2.392, -0.877], [2.119, -0.328, -0.644], [2.321, -1.782, 0.364], [-1.741, -0.699, -0.273], [-2.336, -0.348, -1.926], [1.277, 1.207, -2.747], [0.313, 1.760, -2.923], [1.813, 1.770, -2.182]],
  "forces_ev_per_a": [[-0.2, 0.1, 0.0], [0.2, 0.3, -0.4], [0.2, -0.1, 0.1], [-0.2, -0.1, 0.2], [0.1, -0.3, -0.7], [0.7, 0.3, -0.2], [-3.8, -2.0, 0.9], [0.3, 4.1, -1.9], [-0.2, -2.2, 1.0], [0.0, -0.3, 0.1], [0.2, 0.2, -0.1], [-0.1, -0.1, -0.2], [0.0, -0.2, 0.1], [-0.2, -0.1, -0.2], [-0.1, 0.3, -0.1], [0.2, 0.0, -0.2], [0.2, 0.2, 0.2], [-0.4, -0.2, 0.0], [-0.3, 0.1, 0.0], [2.1, 1.0, 1.6], [0.8, -0.8, -0.4], [-3.5, 1.9, -1.1], [4.0, -2.3, 1.2], [-0.1, 0.3, 0.0]],
  "nbo_charge": [-0.61, -0.22, -0.21, -0.40, -0.20, -0.39, -0.28, 0.42, -0.60, 0.22, 0.20, 0.21, 0.22, 0.22, 0.21, 0.20, 0.22, 0.22, 0.21, 0.22, 0.14, -0.99, 0.51, 0.46]
}

***

# 2
{
  "formula": "C8H15ClFNO4STl",
  "method": "the ωB97M-V functional and the def2-TZVPD basis",
  "lumo_energy_ev": -16.697,
  "charge": 3,
  "homo_energy_ev": -21.59,
  "homo_lumo_gap_ha": 0.1797,
  "elements": ["C", "C", "C", "C", "C", "C", "O", "N", "C", "C", "O", "Cl", "S", "O", "O", "F", "H", "H", "H", "H", "H", "H", "H", "H", "H", "H", "H", "H", "H", "H", "H", "Tl"],
  "xyz": [[-1.875, -2.208, 0.392], [-0.854, -1.847, -0.680], [0.548, -2.371, -0.285], [-0.897, -0.348, -1.116], [-1.977, -0.110, -2.175], [-1.081, 0.593, 0.093], [0.061, 1.611, 0.352], [1.165, 1.178, 0.856], [2.256, 1.861, 0.367], [2.104, 3.496, 0.623], [1.183, 3.935, 1.153], [3.421, 4.359, 0.048], [1.151, 0.959, 2.682], [1.397, -0.395, 2.899], [2.011, 1.974, 3.113], [-0.297, 1.309, 2.877], [-2.832, -1.730, 0.222], [-1.996, -3.279, 0.471], [-1.492, -1.881, 1.356], [-1.140, -2.408, -1.573], [0.691, -3.348, -0.737], [1.368, -1.746, -0.643], [0.641, -2.528, 0.783], [0.078, -0.105, -1.606], [-1.873, -0.832, -2.981], [-1.972, 0.895, -2.578], [-2.938, -0.346, -1.732], [-1.222, 0.076, 1.032], [-1.920, 1.249, -0.091], [3.201, 1.489, 0.761], [2.296, 1.746, -0.716], [0.797, -1.249, -3.168]],
  "forces_ev_per_a": [[0.3, 0.4, 0.1], [0.5, -0.1, 0.0], [-0.5, 0.0, -0.2], [0.7, 0.1, 0.2], [-0.1, -0.1, 0.6], [-1.1, -0.2, 0.4], [0.7, -1.1, -1.5], [-0.6, 2.6, -0.2], [0.5, -2.2, -0.9], [1.3, 1.8, -0.3], [-1.7, -0.4, 0.5], [0.3, -0.5, -0.2], [1.1, -2.0, 2.2], [-0.4, -0.4, -0.3], [-0.3, 0.9, -0.4], [-0.3, 0.3, -0.1], [-0.3, -0.1, 0.0], [-0.1, -0.2, -0.1], [-0.1, 0.0, 0.3], [-0.3, 0.1, -0.2], [0.1, -0.3, 0.1], [0.3, 0.2, 0.2], [0.2, 0.2, 0.2], [-0.6, 0.6, 1.2], [0.0, -0.1, -0.3], [-0.1, 0.2, 0.0], [-0.3, 0.2, -0.1], [0.0, -0.1, 0.1], [0.0, 0.5, 0.2], [0.1, 0.3, 0.6], [-0.3, 0.6, -0.3], [0.9, -1.1, -2.0]],
  "nbo_charge": [-0.61, -0.24, -0.65, -0.24, -0.64, -0.07, -0.16, 0.04, -0.34, 0.51, -0.24, 0.35, 2.49, -0.75, -0.73, -0.38, 0.23, 0.28, 0.20, 0.23, 0.27, 0.16, 0.26, 0.13, 0.23, 0.25, 0.27, 0.24, 0.27, 0.34, 0.31, 1.00]
}

***

# 3
{
  "formula": "C8H15ClN2O",
  "method": "the ωB97M-V functional and the def2-TZVPD basis",
  "spin_multiplicity": 3,
  "lumo_energy_ev": [0.676, -1.409],
  "charge": 0,
  "homo_energy_ev": [-5.59, -8.73],
  "homo_lumo_gap_ha": [0.2302, 0.2689],
  "elements": ["C", "C", "C", "C", "C", "C", "C", "C", "N", "N", "O", "Cl", "H", "H", "H", "H", "H", "H", "H", "H", "H", "H", "H", "H", "H", "H", "H"],
  "xyz": [[1.171, -0.924, 0.844], [-0.253, -0.394, 1.155], [0.510, -0.030, -1.121], [-0.180, 0.784, 2.201], [-1.207, -1.474, 1.541], [0.160, -0.838, -2.401], [1.199, 1.323, -1.366], [-1.505, 1.254, -0.312], [-0.596, 0.068, -0.220], [1.584, -0.745, -0.381], [2.650, -1.053, -0.924], [2.157, -1.851, 1.917], [-0.916, 1.538, 1.976], [0.935, 1.167, 2.300], [-0.540, 0.237, 3.064], [-0.868, -2.176, 2.423], [-1.324, -2.167, 0.818], [-2.071, -1.039, 1.813], [-0.546, -1.528, -2.209], [1.191, -1.375, -2.637], [-0.334, -0.296, -3.239], [1.389, 1.691, -0.456], [0.730, 2.084, -1.868], [2.116, 1.315, -1.970], [-1.670, 1.382, -1.299], [-2.368, 0.831, 0.067], [-1.413, 2.216, 0.285]],
  "forces_ev_per_a": [[-1.4, -1.4, 8.1], [2.7, 0.7, -1.4], [0.9, 0.9, -2.2], [1.8, -1.4, -0.2], [3.4, -1.4, 3.5], [4.0, 1.5, -0.8], [0.7, -2.0, -2.7], [1.7, -1.0, 2.7], [-0.5, 1.2, 1.1], [-2.3, 1.6, -5.7], [2.4, -0.8, -0.5], [-0.8, 0.3, -0.4], [0.1, 0.4, 0.0], [-2.6, -0.6, 0.0], [0.5, 0.6, 0.9], [-0.3, 1.8, -1.2], [-0.6, -1.9, -2.9], [-3.4, 1.3, 0.9], [-2.2, -2.8, 1.3], [-2.3, 1.2, -0.4], [1.1, 0.2, 0.4], [1.1, 1.5, 3.6], [-2.3, 1.5, -1.3], [0.1, -0.9, 0.5], [-0.5, 1.0, -3.2], [-2.3, -0.5, 0.8], [1.0, -1.0, -1.0]],
  "nbo_charge": [0.14, 0.08, 0.28, -0.63, -0.60, -0.63, -0.64, -0.41, -0.47, -0.09, -0.28, 0.04, 0.21, 0.23, 0.22, 0.21, 0.22, 0.20, 0.21, 0.24, 0.22, 0.20, 0.21, 0.23, 0.21, 0.20, 0.18]
}

***

# 4
{
  "formula": "C8H15F6NO8S2Sn",
  "method": "the ωB97M-V functional and the def2-TZVPD basis",
  "spin_multiplicity": 2,
  "lumo_energy_ev": [-6.377, -9.277],
  "charge": 1,
  "homo_energy_ev": [-11.83, -11.82],
  "homo_lumo_gap_ha": [0.2003, 0.0934],
  "elements": ["Sn", "C", "F", "F", "F", "S", "O", "O", "O", "C", "F", "F", "F", "S", "O", "O", "O", "C", "O", "C", "C", "N", "C", "C", "O", "C", "H", "H", "H", "H", "H", "H", "H", "H", "H", "H", "H", "H", "H", "H", "H"],
  "xyz": [[0.141, -0.971, 1.100], [3.568, 3.230, 0.719], [2.474, 3.838, 1.280], [3.399, 3.197, -0.643], [4.624, 3.903, 1.075], [3.803, 1.393, 1.328], [2.622, 0.602, 0.757], [5.105, 0.914, 0.818], [3.816, 1.558, 2.784], [-4.639, -1.146, 3.561], [-4.425, -2.446, 3.218], [-5.018, -0.578, 2.435], [-5.623, -0.886, 4.523], [-2.868, -0.440, 3.910], [-2.329, -0.292, 2.524], [-3.081, 0.867, 4.577], [-2.232, -1.408, 4.804], [-0.647, 2.746, 0.828], [-0.141, 1.778, -0.042], [-0.148, 2.157, -1.460], [0.314, 0.963, -2.301], [-0.355, -0.335, -2.055], [0.122, -1.280, -3.080], [-0.116, -2.775, -2.681], [0.678, -3.089, -1.560], [0.862, -4.473, -1.296], [-0.057, 3.116, 1.666], [-1.491, 2.170, 1.207], [-0.689, 3.694, 0.291], [0.453, 3.033, -1.707], [-1.177, 2.378, -1.744], [1.399, 0.908, -2.215], [0.050, 1.132, -3.345], [-1.287, -0.255, -2.436], [1.165, -1.008, -3.239], [-0.450, -1.122, -3.995], [0.339, -3.337, -3.497], [-1.076, -3.220, -2.421], [0.100, -4.929, -0.664], [1.788, -4.655, -0.751], [1.027, -4.929, -2.272]],
  "forces_ev_per_a": [[1.4, 2.2, -2.0], [-1.1, -1.6, -0.2], [0.8, -0.8, -0.7], [0.2, 0.5, 1.3], [0.2, 0.2, -0.4], [2.0, -0.9, 1.3], [-0.2, 0.3, 0.6], [-2.7, 1.1, -0.1], [-1.0, -0.1, -1.6], [-0.8, 0.0, -0.3], [-0.6, 1.1, 1.6], [-0.3, 0.6, 0.1], [2.9, -1.2, -1.9], [-1.2, -1.5, -1.6], [-0.1, -0.2, 2.5], [0.6, -0.3, 0.0], [-0.2, 1.5, -0.8], [-0.4, 0.5, 0.4], [2.0, -1.1, -1.6], [-0.8, -1.5, 0.4], [-0.2, 0.5, -0.1], [0.1, -0.1, 0.8], [-0.4, -1.3, 1.0], [1.8, -0.1, -0.2], [0.8, 1.0, 2.1], [0.7, 0.0, -0.5], [0.9, -1.1, 0.1], [-1.0, 1.6, 0.3], [-1.4, -0.1, -0.2], [0.3, -0.1, 0.5], [-0.2, 0.2, 0.2], [0.0, -0.6, 0.1], [0.5, 0.9, -0.2], [-0.8, 0.7, 1.1], [0.1, -0.9, -0.2], [0.2, 0.1, -0.3], [-0.4, -0.2, -0.5], [-0.8, 0.9, -0.8], [-0.6, 0.0, -0.5], [0.2, 0.6, 0.0], [-0.4, -0.7, 0.2]],
  "nbo_charge": [1.67, 0.76, -0.34, -0.34, -0.28, 2.24, -1.09, -0.90, -0.94, 0.77, -0.30, -0.29, -0.28, 2.18, -0.89, -0.50, -0.67, -0.27, -0.60, -0.06, -0.26, -0.65, -0.25, -0.08, -0.58, -0.27, 0.21, 0.18, 0.21, 0.22, 0.18, 0.23, 0.20, 0.38, 0.23, 0.20, 0.19, 0.19, 0.18, 0.21, 0.19]
}

***

# 5
{
  "formula": "C8H15N",
  "method": "the ωB97M-V functional and the def2-TZVPD basis",
  "lumo_energy_ev": [0.439, 0.227],
  "charge": 0,
  "relative_energy_kcal_mol": 123.96,
  "homo_energy_ev": [-7.78, -6.75],
  "homo_lumo_gap_ha": [0.3021, 0.2562],
  "elements": ["C", "C", "C", "N", "C", "C", "H", "H", "H", "H", "H", "H", "H", "H", "H", "C", "C", "C", "H", "H", "H", "H", "H", "H"],
  "xyz": [[2.178, 1.618, 0.254], [-0.236, 0.499, 0.096], [1.476, 0.305, 0.279], [-0.772, 0.460, 1.447], [-0.573, 1.657, -0.625], [1.896, -0.874, 0.534], [-1.061, 1.370, 1.779], [-0.128, 0.048, 2.107], [3.238, 1.521, 0.495], [1.704, 2.299, 0.967], [2.063, 2.072, -0.734], [-1.034, 2.515, -0.155], [-0.372, 1.719, -1.686], [2.811, -1.369, 0.808], [0.904, -1.743, 0.395], [-2.238, -0.784, -0.842], [-0.718, -0.859, -0.731], [-0.269, -2.102, -0.094], [-0.263, -0.753, -1.718], [-2.630, -1.604, -1.448], [-2.511, 0.174, -1.301], [-2.693, -0.829, 0.147], [-0.851, -2.437, 0.762], [0.080, -2.904, -0.737]],
  "forces_ev_per_a": [[0.1, 0.1, 0.0], [1.4, -2.2, 0.5], [-1.5, 1.2, -0.4], [-0.2, 0.1, -0.1], [-0.2, 0.9, -0.5], [-0.1, -1.3, 0.2], [0.0, 0.0, 0.0], [0.0, 0.0, -0.1], [-0.1, 0.0, 0.0], [0.1, 0.0, 0.0], [0.1, 0.0, 0.0], [0.0, 0.0, 0.0], [0.0, 0.0, 0.0], [0.2, 0.2, 0.0], [0.2, 0.2, 0.1], [0.1, 0.1, -0.1], [-0.1, 1.2, 0.2], [0.2, -0.4, 0.3], [0.0, 0.0, 0.0], [0.0, 0.1, 0.0], [-0.1, -0.1, 0.0], [0.0, 0.0, 0.0], [0.0, 0.0, 0.0], [-0.2, 0.0, -0.1]],
  "mulliken_charge": [-1.26, 0.62, 0.39, -0.55, -1.24, -0.74, 0.23, 0.31, 0.39, 0.31, 0.29, 0.30, 0.41, 0.44, 0.08, -1.56, 0.39, -1.05, 0.33, 0.42, 0.41, 0.33, 0.33, 0.43]
}

***

# 6
{
  "formula": "C8H15N2",
  "method": "the ωB97M-V functional and the def2-TZVPD basis",
  "lumo_energy_ev": -4.987,
  "charge": 1,
  "relative_energy_kcal_mol": 92.14,
  "homo_energy_ev": -12.89,
  "homo_lumo_gap_ha": 0.2904,
  "elements": ["C", "C", "C", "C", "C", "C", "C", "C", "N", "N", "H", "H", "H", "H", "H", "H", "H", "H", "H", "H", "H", "H", "H", "H", "H"],
  "xyz": [[-1.163, 0.231, 0.669], [-0.168, -1.933, 0.254], [1.547, -0.710, -1.231], [1.811, 1.055, 0.201], [-0.636, 0.685, -0.772], [1.192, 1.265, -2.234], [-1.535, -1.743, 2.181], [0.844, 0.581, -0.930], [0.837, -1.732, -0.741], [-0.947, -1.136, 0.942], [-2.219, 0.559, 0.708], [-0.189, -3.036, 0.541], [1.734, 2.168, 0.301], [1.511, 0.551, 1.116], [2.766, 0.621, -0.124], [-0.659, 0.977, 1.320], [-1.003, 1.703, -1.036], [-0.956, -0.033, -1.554], [0.740, 0.730, -3.080], [0.665, 2.336, -2.240], [2.280, 1.521, -2.242], [-0.766, -2.120, 2.926], [-2.109, -0.954, 2.718], [-2.140, -2.623, 1.828], [1.177, -2.711, -0.991]],
  "forces_ev_per_a": [[0.0, 4.0, -2.4], [0.5, -0.6, -0.2], [-1.6, 0.0, 0.6], [-1.2, 0.3, -0.6], [-0.8, -1.7, 0.9], [-0.6, 4.1, -0.1], [-0.3, -0.6, 0.6], [2.6, 0.6, -0.5], [-0.9, -3.6, 0.9], [1.6, -1.9, 0.2], [0.2, -1.0, 0.2], [-0.1, 1.7, -0.2], [0.5, -0.9, 0.0], [0.2, 0.2, 0.4], [0.3, 0.9, 0.5], [0.0, -1.1, 0.4], [0.2, -0.8, 0.5], [-0.8, 0.5, 0.4], [0.8, 0.1, 0.0], [1.0, -2.0, -0.1], [-0.9, -0.7, -0.7], [-0.6, 0.6, -1.3], [0.1, -0.8, -0.7], [0.2, 1.0, 0.7], [-0.3, 1.8, 0.4]],
  "nbo_charge": [-0.27, 0.41, 0.31, -0.61, -0.41, -0.58, -0.43, -0.24, -0.64, -0.29, 0.25, 0.23, 0.24, 0.19, 0.26, 0.25, 0.26, 0.22, 0.23, 0.20, 0.25, 0.25, 0.25, 0.24, 0.42]
}

***

# 7
{
  "formula": "C8H15N2S",
  "method": "the ωB97M-V functional and the def2-TZVPD basis",
  "lumo_energy_ev": -2.742,
  "charge": 1,
  "relative_energy_kcal_mol": 15.71,
  "homo_energy_ev": -12.31,
  "homo_lumo_gap_ha": 0.3517,
  "smiles": "C[C@@]1(C2=[NH+]CCN2)CCCS1",
  "elements": ["C", "C", "C", "C", "C", "C", "C", "C", "N", "N", "S", "H", "H", "H", "H", "H", "H", "H", "H", "H", "H", "H", "H", "H", "H", "H"],
  "xyz": [[-0.800, -0.165, -0.491], [1.567, 1.234, 1.783], [0.746, -0.176, 1.635], [-2.596, 1.099, -1.241], [-2.619, -0.342, -1.723], [2.729, 1.042, 0.810], [0.777, -0.651, 0.185], [1.189, -2.037, -0.099], [-1.495, 0.960, -0.231], [-1.370, -0.903, -1.397], [1.894, 0.547, -0.770], [0.948, 2.135, 1.542], [1.847, 1.379, 2.816], [1.149, -0.837, 2.426], [-0.311, 0.083, 1.804], [-2.163, 1.829, -1.955], [-3.607, 1.390, -0.896], [-3.450, -0.887, -1.159], [-2.877, -0.293, -2.781], [3.356, 1.834, 0.420], [3.306, 0.154, 1.056], [2.263, -2.253, 0.304], [1.115, -2.314, -1.219], [0.512, -2.702, 0.467], [-1.065, 1.683, 0.307], [-1.045, -1.809, -1.594]],
  "forces_ev_per_a": [[3.0, -0.2, 1.8], [-0.7, -0.7, -0.7], [0.1, 2.5, 0.6], [1.3, 0.5, 0.4], [-3.8, -0.1, -0.8], [-1.0, -0.7, -1.3], [-1.6, 3.3, -1.7], [0.3, -2.1, -0.5], [0.3, -1.9, 0.0], [0.8, 1.0, 0.4], [-0.5, -0.5, 0.8], [0.4, -0.9, -0.2], [0.4, -0.2, 0.3], [-0.4, -0.1, -0.8], [0.5, -0.5, 0.8], [-0.8, -0.5, 0.0], [0.9, 0.1, 0.2], [1.0, 0.5, -0.8], [0.2, -0.7, 0.0], [0.2, 0.5, 0.8], [0.4, 0.3, 0.4], [-1.9, 0.6, -0.9], [0.4, 0.5, 1.8], [0.3, -0.1, -0.3], [0.0, 0.5, 0.1], [0.2, -1.1, -0.4]],
  "nbo_charge": [0.58, -0.40, -0.46, -0.21, -0.25, -0.49, -0.08, -0.68, -0.57, -0.54, 0.18, 0.20, 0.24, 0.25, 0.23, 0.22, 0.25, 0.22, 0.25, 0.25, 0.22, 0.27, 0.23, 0.23, 0.44, 0.44]
}

***

# 8
{
  "formula": "C8H15N3O4",
  "method": "the ωB97M-V functional and the def2-TZVPD basis",
  "lumo_energy_ev": 0.624,
  "charge": 0,
  "relative_energy_kcal_mol": 61.80,
  "homo_energy_ev": -9.33,
  "homo_lumo_gap_ha": 0.3657,
  "smiles": "C[C@H](N)C(=O)N[C@@H](CCC(N)=O)C(=O)O",
  "elements": ["C", "C", "C", "C", "C", "C", "C", "C", "H", "H", "H", "H", "H", "H", "H", "H", "H", "H", "H", "H", "H", "H", "H", "N", "N", "N", "O", "O", "O", "O"],
  "xyz": [[0.564, 1.845, 2.332], [-0.220, 0.835, 1.411], [-0.145, 2.030, 3.657], [-0.108, -1.073, -0.241], [-0.662, -2.131, 0.747], [0.640, -1.810, -1.352], [0.885, -0.946, -2.591], [-0.456, -0.760, -3.304], [0.017, 3.495, 1.453], [1.375, 3.658, 2.073], [1.531, 1.312, 2.654], [-0.030, 1.169, 4.394], [0.271, 3.000, 4.184], [-1.247, 2.251, 3.609], [1.457, -0.053, 0.571], [-1.009, -0.654, -0.749], [1.610, -2.258, -0.987], [0.182, -2.825, -1.579], [1.781, -1.200, -3.198], [1.129, 0.076, -2.093], [0.006, -1.533, -5.194], [-1.579, -0.742, -4.898], [-1.950, -1.018, 0.790], [0.885, 2.987, 1.567], [0.484, 0.121, 0.444], [-0.743, -1.225, -4.630], [-1.420, 0.517, 1.587], [0.039, -3.025, 0.930], [-1.442, -0.164, -2.842], [-1.845, -1.878, 1.254]],
  "forces_ev_per_a": [[0.9, -3.0, 0.8], [-1.3, -2.3, 0.1], [-0.9, 1.7, 2.4], [-3.2, 1.1, -0.4], [-0.2, 3.6, -1.6], [1.9, -1.9, 0.4], [-0.1, 1.9, 1.1], [-2.4, 0.8, -2.4], [-0.4, 0.0, -0.7], [1.7, 1.0, 1.3], [-1.1, 0.6, -0.9], [0.0, 1.0, -1.1], [-0.4, -1.9, -0.9], [1.0, -0.4, -0.4], [0.8, 0.7, 0.4], [0.6, -0.1, 0.1], [-0.5, 1.0, -0.1], [-0.3, 1.6, 0.2], [-1.0, -0.2, 0.2], [-0.4, -1.3, -1.3], [0.3, -0.1, -1.0], [0.0, -0.2, -0.9], [-1.3, 0.2, 1.2], [-1.4, 0.4, -1.5], [0.2, -0.8, -0.2], [1.4, 0.3, 3.5], [2.2, 2.2, -0.3], [2.4, -5.0, 2.0], [1.9, -0.6, 0.8], [-0.2, -0.2, -0.8]],
  "nbo_charge": [-0.13, 0.69, -0.64, -0.20, 0.78, -0.41, -0.53, 0.68, 0.35, 0.36, 0.20, 0.23, 0.21, 0.23, 0.39, 0.24, 0.23, 0.25, 0.24, 0.25, 0.39, 0.41, 0.52, -0.80, -0.61, -0.84, -0.64, -0.58, -0.63, -0.64]
}